# 1
Density functional theory data (ωB97M-V with the def2-TZVPD basis set) for a cluster of 9 separate species, C30H64N4O12S in total in a non-equilibrium geometry.

Summary:
HOMO level, hartree: -0.311
Structure (SMILES): O=S1(=O)OCCO1.CNC(C)=O.CNC(C)=O.CNC(C)=O.CNC(C)=O.C1CCOC1.C1CCOC1.C1CCOC1.C1CCOC1
ΔE to the lowest compared entry with this formula, charge and spin, eV: 1.792
Frontier orbital gap, eV: 8.85
Total energy, eV: -73510.182

Last column: Löwdin charge in e.
Positions of all 111 atoms, in Å:
S1 5.382 -2.987 0.105  0.702
O1 -0.782 4.649 -3.458  0.003
O2 0.910 0.802 0.387  0.061
O3 -5.031 2.423 0.379  0.000
O4 4.678 -1.805 0.604  -0.237
O5 0.297 -0.569 -3.985  -0.019
O6 6.971 -2.661 0.078  -0.228
O7 -1.186 0.090 5.149  -0.130
O8 -0.366 -3.524 1.826  -0.154
O9 5.572 -4.112 1.272  -0.187
O10 -3.550 -0.984 -0.197  -0.145
O11 5.009 -3.632 -1.156  -0.248
O12 5.617 1.943 -0.990  -0.109
N1 -1.166 -2.232 -3.765  0.049
N2 -2.375 3.034 -3.775  -0.005
N3 -0.010 0.686 -1.604  0.047
N4 -5.808 3.984 1.788  0.007
C1 5.815 3.495 0.641  -0.168
C2 -3.450 3.773 -3.092  -0.049
C3 -4.131 -1.592 1.930  -0.135
C4 -2.564 0.376 5.098  -0.224
C5 6.024 2.168 1.258  -0.217
C6 0.072 -2.791 0.624  -0.132
C7 -4.804 3.392 1.135  -0.529
C8 -0.588 0.178 3.863  -0.158
C9 -1.135 3.557 -3.944  -0.532
C10 -2.701 1.414 4.051  -0.184
C11 7.856 -3.580 0.755  -0.134
C12 0.082 -1.798 -3.987  -0.506
C13 1.596 -3.084 0.569  -0.178
C14 6.217 3.204 -0.817  -0.180
C15 -4.150 -2.812 0.974  -0.144
C16 -2.352 -1.358 -3.676  -0.050
C17 -0.237 2.838 -4.948  0.002
C18 -1.375 1.408 3.305  -0.153
C19 6.891 -4.649 1.152  -0.203
C20 5.645 1.253 0.191  -0.281
C21 -1.370 1.220 -1.242  -0.019
C22 -4.197 -0.465 0.939  -0.218
C23 -3.886 -2.308 -0.429  -0.237
C24 2.291 -0.090 -1.262  0.024
C25 0.738 -3.999 2.524  -0.233
C26 1.754 -4.347 1.428  -0.140
C27 -3.431 4.026 1.055  0.021
C28 1.015 0.563 -0.759  -0.615
C29 -7.173 3.517 1.905  -0.074
C30 1.191 -2.819 -4.144  0.019
H1 -3.764 0.482 1.261  0.090
H2 -3.088 -2.807 -0.979  0.104
H3 -2.634 2.266 -4.377  0.122
H4 5.697 3.946 -1.423  0.122
H5 -2.985 4.671 -2.684  0.079
H6 -2.847 0.770 6.074  0.119
H7 2.147 -1.150 -1.471  0.056
H8 -0.150 -1.738 0.800  0.101
H9 4.632 0.945 0.450  0.107
H10 7.082 1.994 1.455  0.115
H11 -3.215 4.855 1.728  0.079
H12 0.476 -4.799 3.216  0.119
H13 6.936 -5.520 0.497  0.131
H14 -3.499 1.369 3.309  0.091
H15 -3.233 -1.530 2.545  0.098
H16 7.294 3.130 -0.964  0.121
H17 7.259 -5.125 2.061  0.135
H18 -3.124 -1.777 -4.321  0.082
H19 -2.787 3.227 1.421  0.066
H20 -4.761 -2.447 -1.064  0.113
H21 -3.423 -3.579 1.243  0.102
H22 -4.267 3.885 -3.804  0.083
H23 -1.640 0.807 -0.270  0.058
H24 -2.916 -1.267 -2.747  0.061
H25 4.756 3.748 0.686  0.124
H26 -1.990 0.741 -2.000  0.055
H27 2.777 -4.421 1.797  0.096
H28 -7.779 4.160 2.545  0.084
H29 1.002 -3.886 -4.256  0.080
H30 0.493 0.317 3.838  0.122
H31 -7.668 3.476 0.935  0.083
H32 -0.750 -0.698 3.235  0.102
H33 6.374 0.442 0.188  0.119
H34 -0.525 1.787 -4.925  0.048
H35 -1.474 1.256 2.230  0.082
H36 -3.832 3.197 -2.249  0.062
H37 2.137 -2.250 1.016  0.098
H38 -5.629 4.799 2.357  0.134
H39 1.901 -2.763 -3.318  0.074
H40 1.689 -2.400 -5.019  0.091
H41 0.031 0.195 -2.486  0.049
H42 1.090 -3.206 3.184  0.118
H43 0.798 2.885 -4.608  0.085
H44 -3.222 -0.483 4.967  0.111
H45 -4.992 -1.557 2.597  0.111
H46 -5.252 -0.261 0.754  0.119
H47 -2.233 -0.354 -4.083  0.073
H48 -7.227 2.491 2.269  0.084
H49 8.188 -2.959 1.587  0.134
H50 -0.921 2.386 3.461  0.110
H51 -2.809 2.399 4.505  0.108
H52 -0.259 3.226 -5.967  0.082
H53 6.445 4.219 1.159  0.114
H54 8.666 -3.861 0.082  0.139
H55 -1.376 2.309 -1.212  0.077
H56 3.046 0.030 -0.484  0.053
H57 -0.431 -3.060 -0.305  0.103
H58 2.528 0.453 -2.177  0.089
H59 -1.359 -3.208 -3.589  0.137
H60 1.992 -3.172 -0.443  0.090
H61 5.500 2.018 2.202  0.125
H62 -5.073 -3.390 0.982  0.104
H63 -3.201 4.237 0.010  0.076
H64 1.593 -5.243 0.828  0.114


# 2
Density functional theory data (ωB97M-V with the def2-TZVPD basis set) for a cluster of 12 separate species, C30H64O22S4 in total in a non-equilibrium geometry.

Summary:
HOMO level, hartree: -0.355
Structure (SMILES): O=S1(=O)CCCC1.O=S1(=O)CCCC1.O=S1(=O)CCCC1.O=S1(=O)CCCC1.O=C1OCCO1.O=C1OCCO1.O=C1OCCO1.CO.CO.CO.CO.CO
ΔE to the lowest compared entry with this formula, charge and spin, eV: 1.537
Frontier orbital gap, eV: 9.72
Total energy, eV: -120528.193

Last column: Löwdin charge in e.
Positions of all 120 atoms, in Å:
S1 -3.434 4.100 1.319  0.697
S2 0.820 4.096 3.726  0.725
S3 0.866 -5.929 -1.566  0.736
S4 -1.721 3.612 -4.813  0.718
O1 -0.520 4.726 3.840  -0.347
O2 -2.952 4.789 0.132  -0.362
O3 3.919 -1.491 -5.202  0.096
O4 4.833 3.974 -1.728  -0.114
O5 -3.173 3.324 -4.727  -0.353
O6 -4.744 -0.693 4.758  0.106
O7 0.664 -7.145 -0.750  -0.360
O8 -0.119 0.409 1.389  0.066
O9 -1.143 -3.944 2.295  -0.133
O10 -3.710 -2.533 1.584  -0.127
O11 -2.480 -1.644 -3.002  -0.113
O12 1.033 2.669 3.844  -0.352
O13 1.082 -4.608 -0.959  -0.369
O14 2.880 -3.500 -5.074  0.133
O15 4.770 0.119 4.299  -0.131
O16 -3.709 4.947 2.482  -0.345
O17 2.274 -1.731 -3.802  0.070
O18 -1.125 4.247 -5.954  -0.336
O19 1.291 -0.183 -0.224  0.039
O20 0.973 2.011 0.317  0.132
O21 -2.576 -0.989 4.034  0.075
O22 -3.093 -1.525 6.033  0.097
C1 3.263 4.725 4.450  -0.244
C2 -0.464 -5.968 -2.881  -0.205
C3 3.205 5.485 3.134  -0.199
C4 -0.456 1.954 -3.082  -0.222
C5 1.887 4.700 5.101  -0.225
C6 2.310 -6.116 -2.781  -0.174
C7 -1.241 -4.979 1.377  -0.161
C8 0.751 0.852 0.503  -0.554
C9 -1.902 -2.199 5.830  -0.151
C10 -2.340 2.681 1.765  -0.187
C11 3.551 0.156 3.456  -0.120
C12 -3.213 1.407 1.414  -0.197
C13 -0.865 2.043 -4.582  -0.221
C14 1.614 -6.719 -4.023  -0.211
C15 -1.118 -2.010 -2.974  -0.148
C16 0.930 -1.413 0.361  -0.084
C17 -1.369 -1.487 4.679  -0.116
C18 -4.736 1.739 1.608  -0.198
C19 -0.184 -0.982 1.392  -0.094
C20 3.020 -2.345 -4.713  -0.553
C21 -3.561 -1.053 4.907  -0.574
C22 2.445 -0.346 -3.816  -0.131
C23 -4.107 -2.380 0.214  -0.121
C24 4.062 2.854 -1.440  -0.172
C25 -0.012 3.320 -2.681  -0.244
C26 3.825 -0.329 -4.435  -0.140
C27 -4.938 3.070 0.860  -0.192
C28 1.905 4.957 2.406  -0.152
C29 -0.983 4.345 -3.217  -0.170
C30 0.281 -5.961 -4.216  -0.212
H1 -4.734 -1.504 0.046  0.076
H2 -1.935 -3.406 2.217  0.030
H3 3.102 -6.683 -2.293  0.103
H4 2.716 0.542 4.041  0.059
H5 0.513 -4.932 -4.489  0.099
H6 -0.122 3.404 -1.600  0.103
H7 1.741 4.017 5.938  0.104
H8 3.242 -0.782 2.996  0.067
H9 -3.225 -2.179 -0.394  0.059
H10 -0.316 -5.555 1.338  0.071
H11 4.683 4.648 -1.061  0.075
H12 -2.868 0.652 2.120  0.082
H13 1.759 -1.811 0.946  0.126
H14 2.181 -6.536 -4.936  0.112
H15 5.332 -0.564 3.925  0.060
H16 -0.532 -1.092 -2.937  0.063
H17 1.021 3.562 -2.929  0.120
H18 0.041 2.143 -5.180  0.094
H19 3.712 0.927 2.703  0.068
H20 1.520 5.681 5.404  0.104
H21 -0.506 5.272 -3.535  0.097
H22 1.293 5.700 1.895  0.097
H23 -2.025 -5.627 1.766  0.088
H24 -1.247 1.590 -2.427  0.122
H25 3.929 0.608 -4.981  0.142
H26 -5.843 3.672 0.945  0.105
H27 -1.396 2.838 1.243  0.080
H28 -1.129 -6.831 -2.841  0.103
H29 1.722 0.203 -4.420  0.127
H30 -1.232 -2.156 6.689  0.152
H31 0.041 -1.332 2.399  0.108
H32 -0.831 -2.293 4.179  0.116
H33 -2.119 -3.221 5.520  0.145
H34 0.404 1.304 -2.919  0.078
H35 2.577 0.079 -2.821  0.124
H36 -1.758 4.623 -2.502  0.093
H37 -1.517 1.271 -4.991  0.096
H38 -4.435 -2.198 2.116  0.079
H39 -4.643 2.842 -0.164  0.090
H40 0.577 -2.100 -0.409  0.100
H41 -1.175 -1.333 1.102  0.117
H42 -1.092 -5.138 -2.558  0.077
H43 -2.959 1.076 0.407  0.105
H44 -0.367 -6.442 -4.948  0.116
H45 -1.451 -4.566 0.390  0.072
H46 1.517 -7.797 -3.900  0.115
H47 3.193 6.568 3.250  0.109
H48 -4.636 -3.218 -0.241  0.082
H49 -0.707 -0.682 4.999  0.147
H50 -5.365 0.972 1.157  0.102
H51 2.230 4.136 1.766  0.072
H52 4.603 -0.451 -3.682  0.141
H53 3.657 3.717 4.322  0.114
H54 -0.835 -2.610 -3.839  0.083
H55 3.863 5.232 5.206  0.114
H56 4.601 2.246 -0.713  0.080
H57 2.544 -5.067 -2.961  0.073
H58 -0.895 -2.602 -2.086  0.061
H59 -2.298 2.761 2.852  0.092
H60 4.117 5.364 2.550  0.105
H61 3.811 2.297 -2.343  0.068
H62 -2.727 -1.390 -3.894  0.079
H63 -4.947 1.790 2.676  0.114
H64 3.162 3.254 -0.975  0.068


- Which of these has the highest total energy?
  C30H64N4O12S